No. 1
Density functional theory data (ωB97M-V/def2-TZVPD) for a structure of composition C33H37ClO2PbSi2.

Geometry as XYZ:
```
76
C33H37ClO2PbSi2 | OMol25 | ωB97M-V/def2-TZVPD
C -4.355 3.855 -0.735
C -3.337 4.093 0.228
C -2.084 4.118 -0.441
H -3.509 4.298 1.283
C -2.318 3.888 -1.828
C -3.729 3.732 -2.015
H -4.254 3.628 -2.962
H -5.428 3.880 -0.551
H -1.116 4.341 0.008
H -1.556 3.871 -2.606
Pb -2.911 1.329 -0.887
Si 2.414 -3.351 -0.278
C 3.098 -3.514 1.461
C 3.662 -4.718 1.908
H 3.672 -5.581 1.234
C 4.215 -4.801 3.196
H 4.685 -5.732 3.512
C 4.172 -3.704 4.065
H 4.585 -3.774 5.071
C 3.598 -2.505 3.630
H 3.557 -1.642 4.299
C 3.100 -2.404 2.328
H 2.701 -1.447 1.976
C 3.883 -3.053 -1.418
C 5.050 -2.472 -0.883
H 5.184 -2.423 0.205
C 6.021 -1.909 -1.726
H 6.917 -1.465 -1.292
C 5.841 -1.910 -3.111
H 6.572 -1.427 -3.760
C 4.721 -2.553 -3.652
H 4.605 -2.608 -4.734
C 3.746 -3.116 -2.818
H 2.848 -3.581 -3.239
H 1.903 -1.960 -0.208
Si -0.422 -0.010 -0.005
C 0.661 0.881 -1.207
C 1.774 1.663 -0.821
H 2.161 1.572 0.196
C 2.353 2.594 -1.704
H 3.159 3.247 -1.364
C 1.906 2.720 -3.024
H 2.345 3.463 -3.701
C 0.885 1.856 -3.449
H 0.549 1.917 -4.486
C 0.295 0.935 -2.576
H -0.487 0.264 -2.944
C 0.115 0.496 1.675
C -0.094 1.843 2.076
H -0.468 2.569 1.344
C 0.127 2.244 3.397
H -0.126 3.260 3.692
C 0.667 1.354 4.343
H 0.875 1.681 5.371
C 0.961 0.049 3.932
H 1.423 -0.637 4.651
C 0.636 -0.388 2.633
H 0.771 -1.438 2.360
H 1.280 -4.315 -0.678
Cl -0.920 -2.020 -0.211
C -5.607 0.354 -2.996
O -5.086 0.426 -1.652
C -5.683 -0.562 -0.766
C -5.112 -0.477 0.660
O -4.476 0.804 0.986
C -5.111 1.623 2.007
H -4.813 0.629 -3.701
H -5.937 -0.678 -3.166
H -6.447 1.050 -3.087
H -6.772 -0.371 -0.755
H -5.497 -1.554 -1.221
H -5.921 -0.658 1.381
H -4.336 -1.255 0.779
H -5.503 0.959 2.795
H -5.916 2.221 1.544
H -4.362 2.306 2.433
```

For the HOMO-LUMO gap, the calculation gives 4.0 eV. As for the charge: +2. The HOMO energy is -12.76 eV.



No. 2
Density functional theory data (ωB97M-V/def2-TZVPD) for a cluster of 2 separate species, CCl3NO2 in total.

Geometry as XYZ:
```
7
CCl3NO2 | OMol25 | ωB97M-V/def2-TZVPD
C -1.448 -0.175 0.566
N 1.648 0.335 -0.697
O 1.625 -0.161 0.400
O 2.383 0.354 -1.639
Cl -1.707 -1.595 1.377
Cl -1.382 1.408 1.132
Cl -1.118 -0.165 -1.138
```

For the HOMO-LUMO gap (spin up / spin down), the calculation gives 4.8 / 3.3 eV. The HOMO energy (spin up / spin down) is -7.31 / -6.57 eV.



Computed E, in the same sequence as the records: -2661.54989; -1623.65417 Eh.
Computed maximum force, in the same sequence as the records: 3.59; 3.11 eV Å⁻¹.